C28H45BrF2N3O10PSSi | ωB97M-V with the def2-TZVPD basis set

```
92
C28H45BrF2N3O10PSSi ωB97M-V with the def2-TZVPD basis set
C 0.08 1.99 -0.40
C 1.41 1.37 0.03
Br 2.88 2.35 -0.84
C 1.60 -0.08 -0.40
C 0.48 -1.06 -0.05
C 0.26 -2.21 -0.77
P 1.29 -2.65 -2.23
O 0.61 -3.38 -3.31
C -0.77 -3.15 -0.39
N -0.83 -4.33 -1.25
C -2.02 -4.48 -1.99
O -2.40 -3.67 -2.73
F -2.66 -5.63 -1.83
C -0.32 -5.50 -0.62
O -0.87 -6.30 0.04
F 0.98 -5.60 -0.86
C -1.63 -2.98 0.65
C -2.73 -3.90 1.09
C -4.10 -3.20 0.98
O -4.27 -2.69 -0.33
Si -4.81 -1.11 -0.51
C -3.40 0.12 -0.58
C -6.07 -0.60 0.79
C -5.66 -1.03 -2.19
C -1.42 -1.79 1.43
N -2.08 -1.44 2.52
S -1.45 -0.05 3.04
N -0.31 0.14 1.94
C -0.37 -0.86 1.09
H -0.63 1.27 -0.77
H -0.35 2.50 0.45
H 0.25 2.75 -1.15
H 1.59 1.47 1.09
H 2.50 -0.49 0.02
H 1.66 -0.05 -1.48
H 2.38 -3.33 -1.65
H 1.85 -1.47 -2.73
H -2.60 -4.16 2.13
H -2.81 -4.79 0.49
H -4.19 -2.47 1.77
H -4.85 -3.98 1.12
H -2.50 -0.43 -0.84
H -3.25 0.56 0.41
H -3.59 0.89 -1.32
H -6.82 0.01 0.30
H -6.50 -1.42 1.35
H -5.56 0.05 1.51
H -6.33 -0.18 -2.17
H -6.25 -1.92 -2.41
H -4.92 -0.83 -2.96
O 2.30 4.99 1.42
C 3.19 4.82 2.20
O 4.36 5.48 2.00
C 5.43 5.45 2.95
C 6.30 4.23 2.77
C 3.09 3.82 3.33
H 5.05 5.54 3.97
H 6.01 6.35 2.74
H 5.75 3.30 2.94
H 7.15 4.26 3.46
H 6.69 4.19 1.75
H 3.30 2.82 2.93
H 2.06 3.84 3.70
H 3.74 4.02 4.17
O 3.78 -0.10 1.88
C 4.30 -0.37 2.93
O 4.37 0.58 3.88
C 4.83 0.33 5.21
C 6.34 0.41 5.30
C 4.96 -1.71 3.16
H 4.44 -0.62 5.58
H 4.38 1.11 5.82
H 6.83 -0.35 4.69
H 6.67 0.28 6.34
H 6.69 1.38 4.95
H 5.96 -1.69 2.72
H 4.37 -2.47 2.66
H 5.04 -1.99 4.21
O -3.60 1.75 -3.34
C -3.41 1.74 -4.52
O -4.47 1.75 -5.35
C -4.36 1.89 -6.77
C -4.08 0.57 -7.45
C -2.01 1.65 -5.09
H -3.62 2.65 -7.02
H -5.32 2.27 -7.09
H -3.12 0.14 -7.13
H -4.05 0.69 -8.53
H -4.85 -0.16 -7.20
H -1.71 0.60 -5.09
H -1.35 2.22 -4.45
H -1.91 2.04 -6.10
```

Computed properties:
HOMO-LUMO gap in eV: 8.2
DFT total energy in eV: -158192.8611
HOMO level in Ha: -0.3397